# H42INO20PS

A 21-piece molecular cluster, H42INO20PS overall at a distorted geometry (ωB97M-V/def2-TZVPD, OMol25).

The geometry in XYZ format:
```
66
Properties=species:S:1:pos:R:3
S 1.53188 -2.48361 0.93039
P 0.60883 -0.74148 0.74750
N -0.78954 -0.68785 1.55156
I -2.40039 -1.05724 0.32517
H 0.49927 -0.43082 -0.60618
H 1.40677 0.26567 1.26957
O -2.41367 -4.54138 1.24433
H -1.56305 -4.26163 1.61368
H -2.98633 -3.77787 1.39854
O -0.19613 -0.97961 -2.64237
H -0.10509 -1.92869 -2.80520
H -1.13173 -0.87266 -2.42955
O -4.30620 2.10956 -0.00413
H -4.84059 2.44721 0.72027
H -3.87387 1.32455 0.36252
O 1.51614 -2.34397 -4.83193
H 2.42148 -2.59668 -4.63125
H 1.38888 -1.53256 -4.32875
O 3.32202 -0.41677 -4.50087
H 3.81619 0.39117 -4.31994
H 3.84168 -0.86054 -5.17837
O -5.10133 -1.23172 -1.40699
H -5.10821 -0.48760 -2.01790
H -5.89536 -1.73213 -1.61620
O -1.00302 2.36240 3.28276
H -0.42415 3.04574 2.93366
H -0.73294 1.55932 2.79928
O 2.27951 2.11236 -4.53641
H 1.90854 1.39658 -4.00473
H 1.59393 2.28998 -5.18874
O 3.03829 4.62023 -6.09297
H 2.53405 4.30023 -6.84747
H 2.87616 3.97229 -5.39577
O -2.76263 0.20464 4.97675
H -2.18324 0.88432 4.60097
H -2.50640 -0.59640 4.50634
O 0.99097 2.56490 1.22310
H 1.52117 3.35305 1.39405
H 1.49564 2.08701 0.55844
O -3.03425 4.40712 1.83685
H -3.58055 4.73125 2.55912
H -2.60969 3.61628 2.20185
O 3.12995 3.69236 2.91918
H 3.33327 4.60167 3.16671
H 3.01512 3.23715 3.76034
O -1.27540 -2.54744 4.70140
H -1.81788 -2.21199 5.42518
H -0.84618 -3.32591 5.07189
O -0.03488 0.32531 6.43614
H -0.07778 -0.54882 6.03122
H -0.94598 0.63688 6.39156
O 5.66307 2.84836 -5.70652
H 6.17765 3.39158 -5.10235
H 4.78630 3.25353 -5.70405
O -0.40759 -6.56830 2.03695
H -0.73752 -7.38838 2.41530
H -1.15811 -6.22156 1.53911
O -4.26787 -6.20988 -0.16314
H -3.71803 -5.63182 0.39112
H -5.13643 -5.79872 -0.15755
O -1.04821 -3.60783 -4.36700
H -0.46413 -2.92785 -4.72749
H -0.78409 -4.40696 -4.83111
O 5.58406 5.01544 3.88418
H 6.16550 5.69557 3.53085
H 5.82214 4.21299 3.40716
```

Properties
2S+1	1
charge	-1
total energy	-71348.4755	eV
molecular weight	566.27	g/mol
lowest unoccupied orbital energy	1.9065	eV